(1)
{
  "formula": "C62H56N2O2P2SiTeTi",
  "method": "ωB97M-V/def2-TZVPD",
  "symbols": ["Ti", "O", "C", "C", "C", "C", "C", "C", "C", "N", "C", "C", "N", "C", "C", "C", "C", "C", "C", "C", "O", "H", "H", "H", "H", "H", "H", "H", "H", "H", "H", "H", "H", "H", "H", "C", "Si", "C", "C", "C", "C", "C", "C", "P", "C", "C", "C", "C", "C", "C", "C", "C", "C", "C", "C", "C", "C", "C", "C", "C", "C", "C", "P", "C", "C", "C", "C", "C", "C", "C", "C", "C", "C", "C", "C", "H", "H", "H", "H", "H", "H", "H", "H", "H", "H", "H", "H", "H", "H", "H", "H", "H", "H", "H", "H", "H", "H", "H", "H", "H", "H", "H", "H", "H", "H", "H", "C", "C", "C", "C", "C", "C", "Te", "C", "C", "C", "H", "H", "H", "H", "H", "H", "H", "H", "H", "H", "H"],
  "coordinates": [[-0.81526, -1.01918, 1.71218], [0.88544, -1.19370, 1.03802], [2.04432, -1.52747, 1.56469], [2.99511, -2.23563, 0.81088], [4.23202, -2.49800, 1.34897], [4.57519, -2.08750, 2.64914], [3.62690, -1.45173, 3.41197], [2.34764, -1.18487, 2.89513], [1.32717, -0.75081, 3.81899], [0.07988, -0.61345, 3.53126], [-0.88324, -0.62348, 4.63194], [-1.48940, -2.01850, 4.54101], [-1.80986, -2.23934, 3.11900], [-2.32056, -3.38354, 2.79715], [-3.03100, -3.61942, 1.57031], [-3.90009, -4.71893, 1.48243], [-4.83420, -4.78972, 0.47967], [-4.92888, -3.72707, -0.43748], [-4.06224, -2.66210, -0.39663], [-3.03479, -2.63640, 0.56193], [-2.10511, -1.71856, 0.55004], [2.70160, -2.55415, -0.18674], [4.95759, -3.03173, 0.74659], [5.55686, -2.29485, 3.05316], [3.84365, -1.16008, 4.43483], [1.64462, -0.61105, 4.85423], [-1.65212, 0.13278, 4.47056], [-0.39874, -0.45067, 5.59768], [-2.39982, -2.10167, 5.13680], [-0.76639, -2.75860, 4.89899], [-2.33803, -4.17885, 3.54734], [-3.84890, -5.48964, 2.24439], [-5.50387, -5.63618, 0.41235], [-5.69719, -3.74634, -1.20124], [-4.12147, -1.85777, -1.11576], [-3.86490, 0.96431, 1.50546], [-2.01274, 1.31585, 1.54328], [-1.78143, 2.58049, 0.08059], [-2.20462, 3.91131, 0.23978], [-2.02435, 4.86608, -0.74642], [-1.38603, 4.52405, -1.93633], [-0.98211, 3.21587, -2.13077], [-1.19265, 2.24381, -1.14910], [-0.87046, 0.45230, -1.46215], [-2.29936, 0.14573, -2.59809], [-3.41724, 0.98165, -2.62694], [-4.51350, 0.68585, -3.42943], [-4.50707, -0.44338, -4.23508], [-3.40106, -1.28449, -4.21660], [-2.31576, -1.00153, -3.39938], [0.57684, 0.51075, -2.58536], [0.60449, 0.10891, -3.91324], [1.79332, 0.13640, -4.63590], [2.96552, 0.57496, -4.04154], [2.94771, 0.97691, -2.70996], [1.76678, 0.93413, -1.98914], [-1.79765, 2.57584, 2.99077], [-2.92448, 3.08787, 3.64721], [-2.85187, 4.14756, 4.53988], [-1.62567, 4.74601, 4.80017], [-0.48831, 4.23791, 4.19264], [-0.55594, 3.15565, 3.31183], [0.99908, 2.43558, 2.63171], [1.59561, 3.66219, 1.41090], [2.79224, 3.37199, 0.74985], [3.29577, 4.23054, -0.21498], [2.58259, 5.36816, -0.57094], [1.37908, 5.64855, 0.05668], [0.89631, 4.80880, 1.05301], [2.10984, 2.77970, 4.06246], [3.33556, 3.42988, 3.97965], [4.14720, 3.56669, 5.10255], [3.74164, 3.06734, 6.32868], [2.50748, 2.43369, 6.43082], [1.70762, 2.29076, 5.30977], [-4.46024, 1.87458, 1.38203], [-4.20420, 0.44003, 2.40558], [-4.07232, 0.30855, 0.65580], [-2.67698, 4.22581, 1.16616], [-2.36272, 5.88254, -0.57804], [-1.22165, 5.26536, -2.70921], [-0.51781, 2.93424, -3.06992], [-3.45179, 1.86809, -2.00607], [-5.37089, 1.34826, -3.42427], [-5.35615, -0.66583, -4.87043], [-3.38676, -2.18284, -4.82218], [-1.48465, -1.69780, -3.34341], [-0.29759, -0.24367, -4.39606], [1.79881, -0.20186, -5.66459], [3.89081, 0.58837, -4.60429], [3.85876, 1.30973, -2.22880], [1.76448, 1.22645, -0.94435], [-3.89514, 2.65101, 3.43858], [-3.75134, 4.51562, 5.01985], [-1.55355, 5.59020, 5.47489], [0.47514, 4.68512, 4.41361], [3.32563, 2.45616, 0.98579], [4.22851, 3.99564, -0.71049], [2.95790, 6.02486, -1.34572], [0.80459, 6.52000, -0.23155], [-0.04315, 5.03697, 1.53675], [3.66618, 3.83995, 3.03352], [5.09897, 4.07555, 5.01264], [4.37338, 3.17785, 7.20086], [2.16814, 2.05468, 7.38750], [0.73535, 1.82122, 5.40502], [2.80776, -5.30960, -7.43482], [2.18061, -4.82779, -6.15125], [0.90275, -5.21651, -5.77985], [0.31509, -4.79664, -4.58659], [-1.09064, -5.25938, -4.29673], [1.02094, -3.95061, -3.70817], [0.16351, -3.29043, -1.87619], [2.30779, -3.52828, -4.09608], [3.12484, -2.59074, -3.24154], [2.86202, -3.97563, -5.29252], [2.10117, -5.90282, -8.01698], [3.68454, -5.93351, -7.24215], [3.13741, -4.47492, -8.05848], [0.33693, -5.87278, -6.43663], [-1.31861, -6.16846, -4.85948], [-1.81732, -4.49360, -4.58670], [-1.23686, -5.43886, -3.23309], [2.47964, -1.92691, -2.66566], [3.79121, -1.98922, -3.86498], [3.74345, -3.14846, -2.52906], [3.85974, -3.63607, -5.56241]],
  "forces_ev_per_a": [[-0.985, 1.047, -0.996], [1.091, -0.260, -0.083], [-0.029, 0.170, -0.108], [-0.042, 0.173, -0.203], [0.100, 0.011, 0.023], [-0.086, -0.011, -0.068], [0.107, -0.023, 0.001], [-0.097, 0.125, 0.460], [0.140, 0.068, -0.177], [0.292, -0.262, 0.875], [0.227, -0.124, -0.156], [-0.013, -0.044, -0.160], [0.174, -0.108, 0.533], [-0.450, -0.009, -0.174], [0.139, -0.137, 0.351], [-0.078, -0.042, -0.002], [0.017, 0.064, -0.059], [-0.031, -0.074, 0.055], [0.151, -0.145, -0.146], [0.142, 0.188, 0.007], [-0.938, -0.532, -0.292], [0.032, 0.036, 0.081], [0.014, -0.017, 0.023], [0.015, -0.002, -0.022], [0.003, -0.014, -0.011], [0.045, 0.001, 0.047], [0.054, 0.071, -0.063], [-0.018, -0.026, 0.036], [-0.031, 0.004, 0.042], [0.013, -0.023, -0.020], [-0.152, 0.007, 0.008], [-0.002, 0.004, -0.004], [-0.020, 0.013, -0.013], [0.010, -0.029, -0.001], [0.071, 0.045, -0.107], [-0.292, -0.022, -0.019], [0.403, 0.284, 0.082], [0.137, -0.091, 0.057], [-0.053, -0.032, 0.034], [0.046, -0.049, -0.113], [-0.084, -0.031, 0.142], [-0.002, -0.006, -0.065], [0.153, -0.121, 0.089], [-0.215, -0.007, -0.105], [0.090, -0.029, -0.035], [-0.082, -0.033, 0.103], [0.064, -0.013, 0.007], [0.038, 0.002, -0.007], [-0.050, 0.026, 0.074], [-0.103, -0.012, 0.050], [0.028, 0.156, 0.151], [0.070, -0.008, -0.191], [-0.070, 0.070, 0.036], [-0.065, 0.156, 0.064], [0.009, 0.005, -0.119], [-0.015, -0.001, 0.000], [-0.037, 0.104, -0.077], [-0.062, -0.040, 0.050], [0.061, -0.025, 0.013], [-0.007, -0.073, -0.061], [-0.015, 0.091, 0.037], [0.028, 0.040, 0.023], [-0.010, 0.085, -0.185], [-0.011, 0.013, 0.025], [-0.025, -0.006, -0.064], [-0.060, -0.046, -0.005], [-0.001, 0.022, 0.015], [0.021, -0.034, 0.051], [0.026, 0.033, -0.010], [-0.070, -0.036, 0.056], [0.107, -0.020, -0.006], [-0.039, 0.004, -0.053], [-0.038, -0.006, 0.019], [0.039, -0.003, -0.027], [0.078, -0.047, 0.040], [-0.034, -0.033, 0.004], [0.010, 0.012, -0.028], [-0.007, 0.010, -0.010], [0.017, -0.084, 0.008], [-0.002, 0.006, -0.017], [0.005, 0.012, 0.009], [0.022, -0.034, 0.033], [0.007, 0.009, -0.020], [-0.001, 0.004, -0.002], [-0.003, -0.013, 0.009], [0.010, 0.005, -0.016], [-0.093, -0.002, -0.006], [0.096, 0.057, -0.001], [-0.004, -0.016, -0.006], [0.009, -0.002, 0.000], [0.037, 0.005, 0.021], [-0.012, 0.012, 0.043], [0.013, 0.041, 0.000], [-0.004, -0.003, 0.000], [0.006, 0.000, 0.000], [-0.049, 0.005, -0.004], [0.002, -0.007, 0.002], [0.019, -0.016, -0.027], [0.005, -0.005, -0.005], [-0.001, 0.003, 0.001], [-0.010, 0.009, 0.014], [0.000, -0.004, 0.050], [0.005, 0.002, -0.004], [0.000, 0.000, 0.004], [-0.002, 0.001, -0.004], [-0.020, -0.042, 0.006], [0.010, 0.020, 0.021], [-0.011, -0.004, -0.008], [0.000, -0.018, 0.051], [0.012, 0.006, 0.004], [0.063, -0.014, -0.053], [-0.144, -0.006, -0.081], [0.048, -0.255, 0.201], [0.054, 0.059, 0.035], [0.087, -0.130, -0.074], [-0.005, 0.066, 0.000], [-0.008, 0.003, 0.003], [-0.001, -0.003, 0.005], [-0.005, 0.005, 0.003], [0.008, -0.004, 0.000], [-0.003, 0.024, -0.014], [0.005, 0.023, 0.060], [0.015, -0.016, 0.010], [0.056, -0.016, -0.039], [0.012, -0.093, 0.046], [-0.075, -0.022, 0.032], [0.000, -0.001, -0.003]],
  "lowdin_charge": [0.779, -0.220, -0.305, 0.002, -0.070, -0.101, -0.054, -0.145, -0.107, -0.110, -0.194, -0.175, -0.065, -0.061, -0.140, -0.050, -0.099, -0.068, 0.011, -0.325, -0.258, 0.056, 0.103, 0.092, 0.108, 0.125, 0.102, 0.116, 0.121, 0.125, 0.135, 0.108, 0.093, 0.103, 0.110, -0.230, 0.616, -0.281, -0.116, -0.105, -0.093, -0.086, -0.391, 1.095, -0.329, -0.089, -0.099, -0.109, -0.086, -0.151, -0.382, -0.086, -0.087, -0.122, -0.092, -0.102, -0.317, -0.116, -0.091, -0.088, -0.108, -0.386, 1.128, -0.367, -0.139, -0.089, -0.090, -0.084, -0.081, -0.363, -0.078, -0.088, -0.104, -0.089, -0.127, 0.026, 0.027, 0.013, 0.097, 0.098, 0.098, 0.109, 0.096, 0.094, 0.092, 0.096, -0.013, 0.091, 0.105, 0.098, 0.096, 0.092, 0.084, 0.096, 0.096, 0.108, 0.108, 0.099, 0.098, 0.102, 0.092, 0.090, 0.099, 0.095, 0.099, 0.094, -0.074, -0.299, -0.046, -0.329, -0.119, -0.549, 0.798, -0.322, -0.118, -0.044, 0.063, 0.070, 0.069, 0.102, 0.063, 0.065, 0.010, -0.004, 0.061, 0.078, 0.109],
  "lumo_energy_ev": [1.89, 1.75],
  "charge": -1,
  "homo_lumo_gap_ev": [4.852, 4.711],
  "multiplicity": 2,
  "max_force_ev_per_a": 1.75
}


(2)
{
  "formula": "C2HBrO",
  "method": "ωB97M-V/def2-TZVPD",
  "symbols": ["C", "C", "O", "Br", "H"],
  "coordinates": [[-1.79153, -1.14508, 1.29481], [0.25149, -0.67286, -1.29320], [-2.47556, -1.96283, 1.64396], [1.04026, 0.39239, -2.46081], [0.86801, -0.94447, -0.40002]],
  "forces_ev_per_a": [[0.179, 0.235, -0.040], [0.914, -0.705, 1.780], [-0.208, -0.243, 0.080], [0.259, 0.858, -1.232], [-1.143, -0.145, -0.588]],
  "lowdin_charge": [-0.018, -0.618, 0.036, 0.640, -0.040],
  "lumo_energy_ev": [0.98, -1.12],
  "homo_lumo_gap_ev": [9.358, 10.407],
  "multiplicity": 3,
  "max_force_ev_per_a": 2.12
}